No. 1
5 unconnected molecules or ions with the total composition C19H27FN5O14 in a non-equilibrium geometry, computed with ωB97M-V/def2-TZVPD.

- LUMO energy: -2.84 eV
- Total energy: -2166.863548 hartree
- HOMO-LUMO gap: 9.9495 eV
- Charge: +1

Atoms and positions in Å:
1 C -5.8189 -2.2338 -0.8904
2 C -5.0026 -1.3804 0.1119
3 O -5.6448 -0.6581 0.8429
4 N -3.5833 -1.5421 0.1285
5 N -2.9900 -0.7416 1.1113
6 C -1.6709 -0.5690 1.0285
7 N -0.8191 -1.0585 0.0686
8 C 0.4059 -0.6542 0.4489
9 N 0.3129 0.0708 1.5583
10 F 1.3824 0.5961 2.1632
11 N -0.9770 0.1533 1.9447
12 C -1.4108 0.8657 3.1490
13 C -3.3436 -2.9763 0.5996
14 C -2.3549 -3.8999 -0.1035
15 O -3.9404 -3.3093 1.5630
16 H -5.8337 -3.3006 -0.5760
17 H -5.4701 -2.1022 -1.9335
18 H -6.8776 -1.9085 -0.8567
19 H -3.4833 -0.3089 1.8869
20 H 1.3076 -0.9378 -0.1323
21 H -2.5093 0.8404 3.2711
22 H -0.9714 0.3972 4.0516
23 H -1.1220 1.9363 3.1228
24 H -2.4127 -4.8788 0.4163
25 H -1.3002 -3.5741 -0.0057
26 H -2.5756 -4.0786 -1.1719
27 C -5.5544 1.6844 -1.1200
28 C -4.9298 2.9359 -0.5625
29 O -3.9393 3.2545 -1.5364
30 C -4.3253 2.6840 -2.7141
31 O -3.8095 2.8940 -3.7605
32 O -5.3780 1.8416 -2.5264
33 H -6.6103 1.5962 -0.8701
34 H -5.0461 0.7869 -0.7909
35 H -5.6386 3.7641 -0.4943
36 H -4.4772 2.7778 0.4159
37 C 4.4249 1.7266 -0.0315
38 C 5.6547 0.8680 -0.0918
39 O 5.1529 -0.4155 0.3068
40 C 3.8336 -0.4350 0.0448
41 O 3.1475 -1.4184 0.1033
42 O 3.3721 0.7923 -0.2953
43 H 4.4362 2.5208 -0.7730
44 H 4.2661 2.1637 0.9578
45 H 6.0642 0.7922 -1.1001
46 H 6.4382 1.2083 0.5810
47 C 2.1615 -4.8404 0.8977
48 C 2.5907 -6.2037 0.4231
49 O 1.4288 -6.6804 -0.2574
50 C 0.7080 -5.6003 -0.6427
51 O -0.2281 -5.6396 -1.3755
52 O 1.1961 -4.4573 -0.0828
53 H 2.9844 -4.1281 0.9316
54 H 1.6776 -4.8711 1.8773
55 H 3.4208 -6.1589 -0.2850
56 H 2.8607 -6.8671 1.2424
57 C 5.3790 6.6063 -0.4523
58 C 4.1686 6.1637 -1.2305
59 O 4.6939 5.1315 -2.0657
60 C 5.8101 4.6479 -1.4647
61 O 6.3934 3.6688 -1.8165
62 O 6.1750 5.4204 -0.4116
63 H 5.1322 6.9437 0.5524
64 H 5.9416 7.3913 -0.9615
65 H 3.3907 5.7393 -0.5910
66 H 3.7368 6.9646 -1.8272

No. 2
C5H3Cl3 in the gas phase in a non-equilibrium geometry, computed with ωB97M-V/def2-TZVPD.

- LUMO energy: -0.81 eV
- SMILES: C#C/C=C/C(Cl)(Cl)Cl
- Total energy: -1572.689270 hartree
- Energy above the lowest of the compared OMol25 structures with the same formula, charge and spin: 117.4 kcal/mol
- HOMO-LUMO gap: 8.2683 eV

Atoms and positions in Å:
1 C -3.2641 2.8110 -0.9407
2 C -2.3889 2.0225 -0.5449
3 C -1.3982 1.3087 0.3278
4 C -0.4833 0.4749 -0.6007
5 C 0.4724 -0.5101 -0.0612
6 Cl -0.2127 -1.1990 1.4709
7 Cl 1.9951 0.4475 0.4352
8 Cl 1.0716 -1.7069 -1.1937
9 H -4.2434 3.4669 -0.8469
10 H -1.3767 1.2679 1.5780
11 H -0.5236 0.4156 -1.9254

No. 3
A molecular structure, C11H14BeFN8, computed with ωB97M-V/def2-TZVPD.

- LUMO energy: -3.39 eV
- Total energy: -980.296384 hartree
- Energy above the lowest of the compared OMol25 structures with the same formula, charge and spin: 0.1 kcal/mol
- HOMO-LUMO gap: 9.4484 eV
- Charge: +1

Atoms and positions in Å:
1 Be 1.2252 -0.1666 -0.5978
2 N 2.3999 1.2099 1.8908
3 C 1.5523 0.2142 2.1592
4 N 1.2511 -0.0920 3.4143
5 C 0.4247 -1.1269 3.5745
6 N 0.0564 -1.4490 4.8110
7 N -0.0432 -1.9274 2.5738
8 C 0.2981 -1.5215 1.3845
9 N 1.0238 -0.4377 1.0990
10 C -0.0621 -2.2830 0.1626
11 C -0.7756 -3.4618 0.1560
12 C -0.9802 -4.0871 -1.0677
13 C -0.4663 -3.5131 -2.2186
14 C 0.2334 -2.3198 -2.1200
15 N 0.4279 -1.7208 -0.9510
16 H 2.8864 1.6341 2.6622
17 H 2.8007 1.2559 0.9626
18 H 0.4113 -0.9199 5.5879
19 H -0.5217 -2.2560 4.9627
20 H -1.1434 -3.8677 1.0866
21 H -1.5300 -5.0165 -1.1199
22 H -0.5982 -3.9788 -3.1838
23 H 0.6569 -1.8313 -2.9873
24 C -2.3139 3.4679 -1.3761
25 N -1.0102 3.1077 -1.9334
26 C -0.2845 4.1017 -2.7297
27 C -0.3948 2.0441 -1.5184
28 N 0.1424 1.0913 -1.1462
29 H -2.9548 3.8145 -2.1852
30 H -2.2069 4.2588 -0.6323
31 H -2.7665 2.5940 -0.9155
32 H -0.9267 4.4323 -3.5445
33 H 0.6123 3.6496 -3.1445
34 H -0.0088 4.9574 -2.1121
35 F 2.5849 0.1435 -1.0037

Q: total energy of number 1 (C19H27FN5O14)?
A: -2166.863548 hartree